No. 1
Molecular formula: C9H19InN3O
Method: DFT, the ωB97M-V functional and the def2-TZVPD basis

Results
* LUMO: -15.25 eV
* total energy: -782.72085 Ha
* HOMO: -0.77906 Eh
* charge: +3
* molar mass: 300.1 g/mol

Structure (XYZ):
```
33
C9H19InN3O (the ωB97M-V functional and the def2-TZVPD basis)
In 0.8619 1.5350 3.0325
O -1.3373 -0.7430 2.7157
N -1.8776 -2.4650 0.5530
N -0.2562 -0.8097 -1.5703
N -1.5576 1.0926 1.2907
C 0.8150 -1.5940 -1.0038
C 1.6374 -1.0406 0.1690
C -1.5924 2.4010 -0.8302
C 2.7891 1.3611 0.3351
C 2.7648 -0.0589 -0.2627
C -1.5775 -0.3151 1.6421
C -1.0492 1.2524 -0.0184
C -1.2799 -0.2972 -0.9174
C -1.9411 -1.1248 0.4026
H 2.0923 -1.9242 0.6142
H 1.4985 -1.8327 -1.8198
H -1.9037 3.2040 -0.1587
H -2.0595 -0.0808 -1.6446
H 1.9858 1.6199 1.0639
H 1.0105 -0.6136 0.9641
H -0.4516 -1.0455 -2.5477
H -2.4356 2.1294 -1.4684
H -2.9893 -0.8407 0.1609
H -2.5006 1.4920 1.3563
H 0.0420 1.2559 -0.0264
H 3.7022 -0.5311 0.0188
H 0.3599 -2.5704 -0.7139
H 3.7017 1.5375 0.9031
H 2.7246 2.1326 -0.4310
H -0.8159 2.7862 -1.4880
H -1.8883 -3.1051 -0.2393
H -1.2388 -2.8181 1.2688
H 2.7662 0.0110 -1.3502
```

List of Löwdin charges in e, atom by atom:
1. In 1.222
2. O 0.172
3. N 0.263
4. N 0.157
5. N 0.080
6. C -0.101
7. C -0.142
8. C 0.033
9. C -0.100
10. C -0.180
11. C -0.416
12. C -0.211
13. C -0.044
14. C -0.169
15. H 0.139
16. H 0.162
17. H 0.126
18. H 0.165
19. H -0.129
20. H 0.061
21. H 0.212
22. H 0.119
23. H 0.219
24. H 0.189
25. H 0.113
26. H 0.129
27. H 0.163
28. H 0.102
29. H 0.098
30. H 0.118
31. H 0.171
32. H 0.161
33. H 0.120



No. 2
Molecular formula: C9H19N2
Method: DFT, the ωB97M-V functional and the def2-TZVPD basis

Results
* LUMO: -4.06 eV
* structure (SMILES): CC1=[N+](C)[C@@](C)(CN)CCC1
* total energy: -463.53382 Ha
* relative energy (zero: lowest compared OMol25 entry of this formula, charge and spin): 56.5 kcal per mole
* HOMO: -0.47542 Eh
* charge: +1
* molar mass: 155.3 g/mol

Structure (XYZ):
```
30
C9H19N2 (the ωB97M-V functional and the def2-TZVPD basis)
N -2.2337 0.6003 1.4500
N 0.5027 -0.6220 -0.0545
C 0.0234 2.0495 0.0962
C -1.1685 -1.1725 -1.8345
C 1.5454 0.1620 0.1174
C 2.9624 -0.3401 0.2997
C 0.5912 -1.8752 0.7979
C 1.4994 1.6272 0.0611
C -0.8052 -0.3015 -0.5393
C -0.5804 1.1557 -1.0450
C -2.0697 -0.3902 0.3956
H -3.1790 0.9990 1.5075
H 2.0268 2.1182 0.8678
H 1.9628 2.1249 -0.8169
H 0.9351 -1.6737 1.8259
H -2.0788 0.1702 2.3947
H -1.6013 1.5857 -1.2149
H -0.0348 3.0726 -0.1028
H -0.4863 -0.9263 -2.6276
H -2.9596 -0.3957 -0.3276
H -1.4568 -2.1911 -1.7266
H 3.8272 0.3366 0.1429
H 3.1782 -1.3138 -0.1452
H -0.3638 -2.2693 0.8138
H -0.4832 1.7586 0.9767
H -2.1920 -1.3790 0.8901
H 0.1576 0.9957 -1.8446
H 3.2850 -0.5477 1.3008
H 1.2821 -2.6437 0.4215
H -2.0864 -0.7143 -2.0800
```

List of Löwdin charges in e, atom by atom:
1. N -0.003
2. N 0.018
3. C -0.132
4. C 0.023
5. C -0.166
6. C 0.008
7. C 0.052
8. C -0.120
9. C -0.431
10. C -0.096
11. C -0.205
12. H 0.097
13. H 0.139
14. H 0.160
15. H 0.120
16. H 0.107
17. H 0.149
18. H 0.103
19. H 0.087
20. H 0.148
21. H 0.085
22. H 0.118
23. H 0.099
24. H 0.055
25. H 0.073
26. H 0.117
27. H 0.126
28. H 0.094
29. H 0.111
30. H 0.063



No. 3
Molecular formula: C9H19N2O2
Method: DFT, the ωB97M-V functional and the def2-TZVPD basis

Results
* LUMO: -3.03 eV
* structure (SMILES): COC(=O)[C@H]1CCC[N@H+]1CN(C)C
* total energy: -614.06301 Ha
* relative energy (zero: lowest compared OMol25 entry of this formula, charge and spin): 0.0 kcal per mole
* HOMO: -0.46826 Eh
* charge: +1
* molar mass: 187.3 g/mol

Structure (XYZ):
```
32
C9H19N2O2 (the ωB97M-V functional and the def2-TZVPD basis)
O 0.9005 -1.4005 -1.3211
O 2.7667 -1.6940 -0.0833
N -2.4499 0.4021 -0.0009
N -0.1143 0.5319 0.5753
C -1.1162 -0.2019 -0.1030
C 1.5759 -1.1347 -0.3337
C 3.1101 -2.8024 -0.9329
C 1.5097 2.3231 0.4117
C 0.0642 1.9562 0.1042
C 2.2743 1.0247 0.6986
C -3.2293 -0.2069 1.0851
C 1.2472 -0.1234 0.7467
C -3.1617 0.2698 -1.2712
H -0.8362 -0.2598 -1.1685
H -2.7943 0.0390 2.0607
H -2.6932 0.9177 -2.0180
H 4.0969 -3.0978 -0.5807
H -0.7070 2.5374 0.6156
H 2.3947 -3.6227 -0.8002
H 1.5362 2.9844 1.2838
H 3.1407 -2.4924 -1.9841
H -3.1361 -0.7690 -1.6445
H -3.2889 -1.3061 0.9767
H 1.2695 -0.6690 1.7060
H -1.1349 -1.2214 0.3178
H -0.1421 1.9316 -0.9728
H -4.2550 0.1787 1.0491
H 1.9496 2.8765 -0.4279
H -4.2020 0.5742 -1.1407
H -0.4384 0.5664 1.5430
H 3.0638 0.8519 -0.0526
H 2.7993 1.0365 1.6619
```

List of Löwdin charges in e, atom by atom:
1. O 0.110
2. O -0.025
3. N -0.239
4. N -0.032
5. C -0.202
6. C -0.436
7. C -0.008
8. C -0.121
9. C -0.054
10. C -0.087
11. C -0.079
12. C -0.103
13. C -0.076
14. H 0.136
15. H 0.084
16. H 0.091
17. H 0.103
18. H 0.142
19. H 0.108
20. H 0.123
21. H 0.106
22. H 0.102
23. H 0.097
24. H 0.182
25. H 0.157
26. H 0.146
27. H 0.094
28. H 0.130
29. H 0.093
30. H 0.189
31. H 0.136
32. H 0.133



No. 4
Molecular formula: C9H19N2O3P
Method: DFT, the ωB97M-V functional and the def2-TZVPD basis

Results
* LUMO (alpha / beta): 0.87 / -1.07 eV
* total energy: -1030.79471 Ha
* relative energy (zero: lowest compared OMol25 entry of this formula, charge and spin): 0.0 kcal per mole
* HOMO (alpha / beta): -0.29504 / -0.33878 Eh
* molar mass: 234.2 g/mol
* multiplicity: 3
* ⟨S²⟩: 2.03

Structure (XYZ):
```
34
C9H19N2O3P (the ωB97M-V functional and the def2-TZVPD basis)
P 1.9435 -0.9586 0.2700
O 3.5372 -0.5110 0.1367
O 1.5740 -1.5113 1.5904
O 1.7702 -2.2140 -0.8161
N -1.5850 0.9005 -1.0639
N -0.6479 0.5719 -0.2663
C 4.1636 0.1112 1.2074
C 0.6469 -1.6605 -2.8647
C -4.0383 0.8947 -1.3608
C -1.1416 0.0447 0.9810
C -2.8404 0.6431 -0.5904
C 1.9448 -1.7825 -2.1586
C -2.6786 0.2323 0.9156
C -3.2118 1.2920 1.9424
C 3.3959 1.3558 1.6818
H -3.8465 0.2025 -2.1586
H 0.7193 -1.0595 -3.7294
H 0.2681 -2.6861 -3.2074
H 3.7015 1.7066 2.5613
H -0.0163 -1.0244 -2.1658
H 2.6663 -2.3912 -2.7291
H -0.9442 -0.9837 0.9505
H -4.9343 0.4854 -0.8058
H -3.2931 -0.6740 1.1157
H 3.4748 2.0654 0.8621
H 4.2600 -0.5865 2.0541
H 5.1918 0.3313 1.0056
H -3.3312 0.8978 2.9380
H 2.3346 1.0476 1.9270
H -4.2291 1.5785 1.5582
H 2.4944 -0.8054 -2.0257
H -2.6764 2.1471 2.1764
H -0.5927 0.4251 1.8660
H -4.0796 1.9154 -1.7976
```

List of Löwdin charges in e, atom by atom:
1. P 0.751
2. O -0.256
3. O -0.303
4. O -0.248
5. N 0.031
6. N -0.028
7. C -0.319
8. C -0.090
9. C -0.047
10. C -0.202
11. C -0.257
12. C -0.365
13. C -0.246
14. C -0.057
15. C -0.065
16. H 0.076
17. H 0.052
18. H 0.107
19. H 0.022
20. H 0.077
21. H 0.123
22. H 0.081
23. H 0.107
24. H 0.141
25. H 0.086
26. H 0.117
27. H 0.108
28. H 0.067
29. H 0.075
30. H 0.087
31. H 0.100
32. H 0.045
33. H 0.127
34. H 0.103